(1)
Density functional theory data (wB97M-V/def2-TZVPD) for a cluster of 2 separate species, C3H11NO2 in total at a distorted geometry.

Geometry as XYZ:
```
17
Properties=species:S:1:pos:R:3
C -0.26 2.05 -0.48
C -0.35 1.28 0.84
O -1.26 0.19 0.85
H -1.28 2.19 -0.85
H 0.16 3.05 -0.33
H 0.37 1.59 -1.25
H -0.73 1.80 1.74
H 0.65 0.85 1.04
H -2.04 0.33 0.20
N 1.12 -1.82 0.75
C 0.70 -2.11 -0.62
O 0.23 -0.92 -1.31
H 1.63 -0.96 0.72
H 0.30 -1.59 1.33
H 1.55 -2.56 -1.12
H -0.23 -2.72 -0.70
H -0.56 -0.64 -0.80
```

Properties
Total energy = -326.09157 Eh
ΔE to the lowest compared entry with this formula, charge and spin = 104.8 kJ/mol
SMILES string = CCO.NCO
Molecular weight = 93.13 g mol⁻¹
Max |F| = 3.58 eV/A
Charge = 0

=====

(2)
Density functional theory data (wB97M-V/def2-TZVPD) for a cluster of 2 separate species, H4O2 in total.

Geometry as XYZ:
```
6
Properties=species:S:1:pos:R:3
H 0.12 0.75 -5.60
H -0.81 -0.50 -5.93
O 0.06 -0.08 -6.12
H -0.36 0.01 5.20
H 0.05 -0.75 6.51
O 0.08 0.13 6.07
```

Properties
Expectation value of S² = 0.757
Total energy = -152.42159 Eh
ΔE to the lowest compared entry with this formula, charge and spin = 145.2 kJ/mol
Molecular weight = 36.03 g mol⁻¹
Max |F| = 0.32 eV/A
Charge = +1
2S+1 = 2

=====

(3)
Density functional theory data (wB97M-V/def2-TZVPD) for the molecule C4H6O2.

Geometry as XYZ:
```
12
Properties=species:S:1:pos:R:3
C -1.16 -0.25 2.08
C -0.76 -0.33 0.95
C -0.09 -0.58 -0.34
O 1.25 -0.97 -0.08
C 0.04 0.65 -1.23
O 0.61 1.73 -0.54
H -1.53 -0.15 3.08
H -0.63 -1.36 -0.89
H 1.25 -1.49 0.74
H 0.65 0.35 -2.10
H -0.94 0.97 -1.59
H 1.38 1.38 -0.08
```

Properties
Total energy = -306.40904 Eh
ΔE to the lowest compared entry with this formula, charge and spin = 255.3 kJ/mol
SMILES string = C#C[C@H](O)CO
Molecular weight = 86.09 g mol⁻¹
Max |F| = 0.54 eV/A
Charge = 0

=====

(4)
Density functional theory data (wB97M-V/def2-TZVPD) for a structure of composition C10H16BrCl3ORu at a distorted geometry.

Geometry as XYZ:
```
32
Properties=species:S:1:pos:R:3
C -0.76 0.77 -0.32
C -0.92 -0.56 -0.87
C 0.35 -1.17 -0.87
C -2.20 -1.15 -1.31
C 1.31 -0.25 -0.37
C 0.65 0.97 -0.02
C 1.31 2.30 0.11
C -1.76 1.84 -0.52
C 0.60 -2.56 -1.30
C 2.78 -0.45 -0.38
Ru -0.38 0.01 1.73
Cl -1.47 -2.48 1.45
Cl -2.55 -0.36 2.27
Cl 0.97 -1.89 2.28
H -3.04 -0.47 -1.18
H -2.39 -2.08 -0.76
H -2.16 -1.41 -2.38
H -0.08 -3.25 -0.76
H 1.64 -2.84 -1.07
H 0.42 -2.64 -2.38
H 3.04 -1.40 0.11
H 3.28 0.35 0.17
H 3.15 -0.47 -1.42
H 2.28 2.20 0.59
H 0.71 2.95 0.74
H 1.48 2.81 -0.85
H -2.76 1.48 -0.24
H -1.82 2.18 -1.58
H -1.51 2.72 0.09
O -0.89 2.00 2.22
H -0.33 2.26 2.99
Br 1.05 0.58 3.78
```

Properties
Expectation value of S² = 6.048
Total energy = -4515.31570 Eh
ΔE to the lowest compared entry with this formula, charge and spin = 235.1 kJ/mol
Molecular weight = 439.57 g mol⁻¹
Max |F| = 4.16 eV/A
Charge = -2
2S+1 = 5

=====

(5)
Density functional theory data (wB97M-V/def2-TZVPD) for a cluster of 7 separate species, C27H36N4O9 in total at a distorted geometry.

Geometry as XYZ:
```
76
Properties=species:S:1:pos:R:3
O 13.97 1.77 11.78
C 13.96 2.43 12.74
O 14.58 3.62 12.83
C 13.99 4.35 13.97
C 13.85 3.14 14.89
O 13.46 2.03 13.97
H 14.80 5.04 14.37
H 13.02 4.77 13.68
H 13.11 3.22 15.73
H 14.85 2.93 15.22
O 16.97 -0.17 14.38
C 17.92 -0.20 13.69
O 19.21 -0.07 14.08
C 20.15 -0.28 13.05
C 19.25 -0.36 11.80
O 17.91 -0.26 12.32
H 20.72 0.64 12.94
H 20.82 -1.10 13.31
H 19.36 -1.28 11.23
H 19.48 0.51 11.09
O 8.97 3.58 17.95
C 9.25 2.44 18.21
O 8.69 1.31 17.58
C 9.00 0.15 18.34
C 10.20 0.61 19.15
O 10.15 2.05 19.13
H 8.25 -0.03 19.06
H 9.15 -0.73 17.72
H 11.12 0.32 18.67
H 10.18 0.29 20.19
C 8.73 3.77 14.95
C 9.20 5.06 14.82
C 10.33 5.29 14.10
N 10.88 4.25 13.43
C 10.29 3.05 13.42
C 9.25 2.72 14.26
H 7.85 3.59 15.56
H 8.69 5.87 15.34
H 10.82 6.27 14.16
H 10.77 2.33 12.75
H 9.04 1.68 14.41
C 13.75 5.11 17.71
C 12.38 4.83 17.75
C 11.50 5.78 17.21
N 11.96 6.93 16.69
C 13.27 7.18 16.75
C 14.20 6.27 17.19
H 14.43 4.33 17.93
H 11.97 3.95 18.16
H 10.46 5.55 17.18
H 13.47 8.21 16.55
H 15.25 6.51 17.19
C 16.22 -3.05 10.30
C 15.44 -1.72 10.51
C 14.52 -1.70 11.70
C 15.02 -2.49 12.80
N 15.56 -3.12 13.61
H 16.85 -3.02 11.19
H 16.85 -3.04 9.42
H 15.58 -3.96 10.29
H 14.78 -1.50 9.69
H 16.18 -0.92 10.62
H 13.56 -2.09 11.43
H 14.44 -0.67 11.96
C 15.25 -0.07 17.72
C 14.88 -1.09 16.62
C 14.00 -0.50 15.56
C 12.59 -0.28 16.05
N 11.50 -0.25 16.39
H 14.33 0.44 18.07
H 15.87 0.74 17.28
H 15.78 -0.54 18.52
H 14.35 -1.93 17.10
H 15.72 -1.54 16.04
H 13.87 -1.13 14.69
H 14.36 0.44 15.24
```

Properties
Total energy = -1946.58228 Eh
ΔE to the lowest compared entry with this formula, charge and spin = 0.0 kJ/mol
SMILES string = O=C1OCCO1.O=C1OCCO1.O=C1OCCO1.c1ccncc1.c1ccncc1.CCCC#N.CCCC#N
Molecular weight = 560.60 g mol⁻¹
Max |F| = 2.53 eV/A
Charge = 0

=====

(6)
Density functional theory data (wB97M-V/def2-TZVPD) for a structure of composition C17H14BrHfNO4 at a distorted geometry.

Geometry as XYZ:
```
38
Properties=species:S:1:pos:R:3
C -1.93 -0.84 -0.81
C -1.72 -1.34 0.50
C -1.78 -0.24 1.40
H -1.55 -2.37 0.77
C -1.97 0.93 0.65
C -2.05 0.57 -0.72
H -2.16 1.25 -1.55
H -1.94 -1.42 -1.71
H -1.64 -0.29 2.47
H -2.01 1.94 1.03
Hf 0.00 0.00 0.00
Br 1.14 -0.83 -1.76
C 2.77 0.68 -4.91
C 1.68 1.46 -5.34
C 0.70 0.59 -5.85
H 1.61 2.54 -5.28
C 1.18 -0.73 -5.75
C 2.46 -0.68 -5.16
H 3.10 -1.53 -4.94
H 3.69 1.05 -4.46
H -0.26 0.89 -6.27
H 0.66 -1.63 -6.06
O 0.72 1.43 2.50
C 0.83 0.17 2.87
O 0.65 -0.76 1.96
C 0.85 -0.15 4.32
C 0.91 -1.48 4.78
C 0.86 -1.75 6.15
C 0.74 -0.71 7.09
C 0.69 0.62 6.62
C 0.75 0.89 5.26
N 0.66 -0.98 8.49
O 0.70 -2.11 8.89
O 0.53 -0.10 9.28
H 0.98 -2.30 4.07
H 0.89 -2.78 6.47
H 0.59 1.44 7.32
H 0.68 1.92 4.94
```

Properties
Total energy = -3633.75220 Eh
Molecular weight = 554.70 g mol⁻¹
Max |F| = 7.23 eV/A
Charge = 0

=====

(7)
Density functional theory data (wB97M-V/def2-TZVPD) for a structure of composition C4H8O3Sc at a distorted geometry.

Geometry as XYZ:
```
16
Properties=species:S:1:pos:R:3
H 1.23 1.52 -1.19
C 0.06 -0.25 -1.63
H 0.79 -0.99 -1.29
H -0.55 -0.67 -2.44
C 0.70 1.06 -2.03
H -0.05 1.76 -2.41
H 1.43 0.85 -2.83
O -0.91 -0.04 -0.56
C -0.73 -0.51 0.64
O -1.74 -0.89 1.25
Sc -3.59 -0.74 0.44
O 0.46 -0.51 1.10
C 0.68 -0.21 2.50
H 0.12 0.70 2.75
H 0.35 -1.05 3.11
H 1.75 -0.05 2.59
```

Properties
Total energy = -1142.29212 Eh
ΔE to the lowest compared entry with this formula, charge and spin = 44.4 kJ/mol
Molecular weight = 149.06 g mol⁻¹
Max |F| = 6.47 eV/A
Charge = +3

=====

(8)
Density functional theory data (wB97M-V/def2-TZVPD) for a structure of composition C37H39ClN2O6PdSi.

Geometry as XYZ:
```
87
Properties=species:S:1:pos:R:3
Pd -0.24 0.54 0.20
C 1.49 3.61 -1.97
C 1.42 2.27 -1.28
O 0.28 1.69 -1.38
C 2.53 1.77 -0.65
C 2.61 0.40 -0.20
C 3.97 -0.25 -0.18
N 1.57 -0.30 0.06
N 1.77 -1.67 0.27
C 1.15 -2.41 -0.64
O 0.49 -2.05 -1.64
C 1.36 -3.90 -0.42
C 0.88 -4.78 -1.37
C 1.04 -6.15 -1.22
C 1.68 -6.66 -0.09
C 2.17 -5.78 0.86
C 2.01 -4.41 0.70
H 0.76 4.29 -1.53
H 1.22 3.48 -3.02
H 2.49 4.05 -1.91
H 3.45 2.35 -0.67
H 4.75 0.50 -0.27
H 4.05 -0.96 -1.01
H 4.10 -0.83 0.73
H 0.38 -4.36 -2.23
H 0.65 -6.83 -1.97
H 1.80 -7.73 0.04
H 2.67 -6.16 1.75
H 2.39 -3.71 1.44
C -4.23 -0.96 -0.75
C -3.93 0.30 -1.57
C -2.75 0.02 -2.50
C -5.16 0.67 -2.41
Si -3.42 1.69 -0.36
O -2.00 1.50 0.30
C -3.50 3.33 -1.33
C -4.64 4.12 -1.50
C -4.61 5.29 -2.25
C -3.42 5.70 -2.84
C -2.28 4.93 -2.69
C -2.32 3.76 -1.93
C -4.69 1.74 1.06
C -6.07 1.91 0.96
C -6.89 1.89 2.07
C -6.35 1.68 3.33
C -4.98 1.48 3.46
C -4.16 1.51 2.34
H -4.42 -1.82 -1.42
H -5.11 -0.84 -0.12
H -3.38 -1.22 -0.11
H -3.03 -0.73 -3.25
H -1.88 -0.36 -1.97
H -2.43 0.92 -3.04
H -5.41 -0.17 -3.08
H -4.97 1.54 -3.04
H -6.04 0.87 -1.80
H -5.57 3.83 -1.03
H -5.50 5.89 -2.36
H -3.39 6.61 -3.43
H -1.34 5.24 -3.14
H -1.42 3.17 -1.80
H -6.53 2.06 -0.02
H -7.96 2.03 1.96
H -6.99 1.65 4.21
H -4.54 1.28 4.43
H -3.09 1.33 2.43
C -2.64 -4.13 -1.26
C -3.45 -4.08 0.00
C -4.71 -4.64 0.08
C -5.42 -4.59 1.27
Cl -7.01 -5.34 1.35
C -4.91 -3.96 2.39
C -3.65 -3.37 2.32
C -2.92 -3.44 1.13
O -1.69 -2.90 0.95
C -0.89 -2.53 2.08
C -1.23 -1.15 2.67
O -1.89 -1.10 3.71
O -0.75 -0.13 2.08
H -3.25 -4.47 -2.10
H -1.79 -4.81 -1.13
H -2.21 -3.16 -1.49
H -5.14 -5.13 -0.78
H -5.49 -3.90 3.30
H -3.25 -2.82 3.16
H 0.12 -2.49 1.70
H -0.97 -3.29 2.87
```

Properties
Total energy = -2872.01474 Eh
ΔE to the lowest compared entry with this formula, charge and spin = 0.0 kJ/mol
Molecular weight = 777.69 g mol⁻¹
Max |F| = 0.18 eV/A
Charge = -2

=====

(9)
Density functional theory data (wB97M-V/def2-TZVPD) for the molecule C2H5ClN2O at a distorted geometry.

Geometry as XYZ:
```
11
Properties=species:S:1:pos:R:3
C 1.31 0.42 0.71
C 0.02 0.00 -0.21
N -2.42 -0.73 0.55
N -1.29 -0.42 -0.16
O 1.72 1.60 0.28
Cl 2.47 -0.75 0.06
H 1.20 0.13 1.81
H 0.32 -0.18 -1.26
H -3.02 -1.17 -0.03
H -1.61 -0.68 -1.15
H 1.31 1.78 -0.60
```

Properties
Total energy = -723.97876 Eh
ΔE to the lowest compared entry with this formula, charge and spin = 413.2 kJ/mol
Molecular weight = 108.53 g mol⁻¹
Max |F| = 7.28 eV/A
Charge = 0

=====

(10)
Density functional theory data (wB97M-V/def2-TZVPD) for a cluster of 2 separate species, CHCl3FOP in total at a distorted geometry.

Geometry as XYZ:
```
8
Properties=species:S:1:pos:R:3
C -0.82 -0.64 0.25
O 1.28 1.03 1.01
F -1.42 -0.69 1.42
P 0.78 0.20 -0.07
Cl -1.19 2.30 -0.10
Cl 1.03 0.83 -1.92
Cl 1.54 -1.63 -0.20
H -1.20 -1.41 -0.40
```

Properties
Total energy = -1935.68187 Eh
ΔE to the lowest compared entry with this formula, charge and spin = 387.4 kJ/mol
Molecular weight = 185.35 g mol⁻¹
Max |F| = 2.75 eV/A
Charge = 0

=====

(11)
Density functional theory data (wB97M-V/def2-TZVPD) for a structure of composition C33H32Ge2N3NiS7.

Geometry as XYZ:
```
78
Properties=species:S:1:pos:R:3
Ni 0.36 -0.39 1.02
C -1.87 2.10 4.01
C -1.17 1.68 2.87
N -0.73 0.46 2.71
C -0.88 -0.42 3.73
C -1.59 -0.10 4.90
C -2.11 1.20 5.01
C -1.73 -1.09 5.93
C -1.15 -2.30 5.82
C -0.36 -2.63 4.67
C 0.35 -3.84 4.55
C 1.13 -4.05 3.45
C 1.19 -3.06 2.46
N 0.53 -1.93 2.54
C -0.23 -1.70 3.63
H -2.22 3.12 4.07
H -0.98 2.38 2.07
H -2.66 1.48 5.90
H -2.31 -0.82 6.81
H -1.25 -3.03 6.61
H 0.27 -4.58 5.34
H 1.69 -4.97 3.33
H 1.79 -3.19 1.56
S 7.33 -0.71 -0.52
C 5.73 -0.61 -0.18
S 4.53 -1.60 -0.94
C 3.12 -0.89 -0.18
C 3.35 0.12 0.69
S 2.14 0.98 1.59
S 5.04 0.56 0.89
S 1.55 -1.54 -0.58
C 3.18 1.03 -3.25
Ge 2.05 2.18 -2.14
C 1.01 3.29 -3.39
C 3.18 3.38 -1.08
Ge 0.26 0.97 -1.01
C -0.99 2.37 -0.35
C -2.36 2.16 -0.14
C -3.16 3.15 0.40
C -2.61 4.38 0.76
C -1.26 4.60 0.57
C -0.46 3.60 0.02
C -0.65 0.13 -2.58
C -1.93 0.53 -2.99
C -2.52 0.01 -4.13
C -1.84 -0.91 -4.92
C -0.55 -1.28 -4.56
C 0.02 -0.77 -3.40
H 3.83 1.68 -3.85
H 2.58 0.43 -3.92
H 3.82 0.37 -2.66
H 1.69 3.78 -4.09
H 0.44 4.06 -2.87
H 0.31 2.67 -3.96
H 3.95 3.80 -1.74
H 3.68 2.85 -0.27
H 2.61 4.20 -0.65
H -2.80 1.20 -0.38
H -4.22 2.97 0.55
H -3.24 5.15 1.18
H -0.82 5.55 0.85
H 0.60 3.79 -0.10
H -2.48 1.27 -2.42
H -3.52 0.33 -4.42
H -2.29 -1.30 -5.82
H 0.01 -1.97 -5.18
H 1.02 -1.10 -3.13
S -2.00 -1.33 0.46
C -1.69 -2.62 -0.57
N -1.94 -2.65 -1.86
C -1.67 -3.89 -2.58
C -0.64 -4.63 -1.73
S -1.01 -4.13 -0.03
H -2.25 -1.81 -2.34
H -1.29 -3.66 -3.57
H -2.59 -4.47 -2.67
H 0.38 -4.31 -1.97
H -0.72 -5.71 -1.83
```

Properties
Expectation value of S² = 1.020
Total energy = -9890.55771 Eh
ΔE to the lowest compared entry with this formula, charge and spin = 73.8 kJ/mol
Molecular weight = 899.02 g mol⁻¹
Max |F| = 0.32 eV/A
Charge = 0
2S+1 = 2

=====

> Which of these has the lowest molecular weight?

H4O2

=====

> Look up the max |F| of the second one.

0.32 eV/A

=====

> What is the total energy in the ninth record?

-723.97876 Eh